# 1
# C4H15N2O

A cluster of 2 separate species, C4H15N2O in total (the ωB97M-V functional and the def2-TZVPD basis, the OMol25 dataset).

The total energy is -345.855325 Eh. The value obtained for the HOMO energy is -14.23 eV. The net charge is +1.

Cartesian coordinates (Å):
C  -1.85  -1.17  0.65
C  -1.28  -1.08  -0.77
C  0.28  -0.83  -0.92
C  1.60  -0.24  1.28
N  0.72  0.09  0.19
N  -1.54  0.19  1.29
H  -1.51  -2.25  1.12
H  -2.92  -1.36  0.59
H  -1.64  -1.99  -1.31
H  -1.67  -0.34  -1.47
H  0.48  -0.35  -1.95
H  1.06  -1.60  -0.86
H  1.03  -1.15  1.77
H  1.72  0.65  1.96
H  2.69  -0.50  0.94
H  1.07  1.03  -0.32
H  -0.17  0.31  0.68
H  -2.14  0.95  0.78
H  -1.79  0.19  2.27
H  2.35  2.50  -2.21
H  1.90  3.93  -1.85
O  1.61  3.02  -1.87


# 2
# C4H15N2O

A cluster of 2 separate species, C4H15N2O in total (the ωB97M-V functional and the def2-TZVPD basis, the OMol25 dataset).

The total energy is -345.854088 Eh. The value obtained for the HOMO energy is -14.07 eV. The net charge is +1.

Cartesian coordinates (Å):
C  -1.16  0.26  -1.10
N  -1.04  -0.24  -2.50
C  -1.03  -0.89  0.00
N  0.32  -1.65  -0.29
C  1.57  -0.83  -0.23
C  2.05  -0.64  1.19
H  -2.19  0.67  -0.74
H  -0.48  1.18  -0.88
H  -1.75  -0.93  -2.68
H  -1.37  0.60  -3.15
H  -1.69  -1.65  -0.05
H  -0.87  -0.38  1.00
H  0.11  -1.85  -1.28
H  0.46  -2.47  0.30
H  2.35  -1.25  -0.71
H  1.44  0.00  -0.90
H  1.77  -1.59  1.82
H  1.56  0.18  1.80
H  3.07  -0.34  1.20
H  -1.06  3.83  3.18
H  -0.94  4.47  1.83
O  -1.12  3.53  2.21


# 3
# C4H15N2O

A cluster of 2 separate species, C4H15N2O in total (the ωB97M-V functional and the def2-TZVPD basis, the OMol25 dataset).

The total energy is -345.899249 Eh. The value obtained for the HOMO energy is -12.18 eV. The net charge is +1.

Cartesian coordinates (Å):
C  -0.93  0.85  -1.08
C  -1.56  -0.33  -0.31
C  -0.48  -1.27  0.22
C  0.43  -1.78  -0.95
N  1.75  -1.21  -0.87
N  -0.63  1.98  -0.07
H  0.00  0.50  -1.53
H  -1.59  1.33  -1.79
H  -2.32  -0.80  -0.94
H  -2.18  0.12  0.48
H  0.00  -0.79  1.07
H  -1.00  -2.18  0.52
H  -0.04  -1.78  -1.93
H  0.45  -2.87  -0.76
H  2.25  -1.27  -1.74
H  2.30  -1.40  -0.05
H  -0.37  1.68  0.86
H  -1.49  2.51  0.01
H  0.15  2.49  -0.47
H  1.23  0.56  3.15
H  1.24  2.07  2.79
O  1.04  1.20  2.45


# 4
# C4H15N2O

A cluster of 2 separate species, C4H15N2O in total (the ωB97M-V functional and the def2-TZVPD basis, the OMol25 dataset).

The total energy is -345.931731 Eh. The value obtained for the HOMO energy is -13.95 eV. The net charge is +1.

Cartesian coordinates (Å):
C  0.12  -2.27  0.10
C  -0.15  -1.18  1.11
C  0.67  0.06  0.89
C  1.07  1.42  -1.26
N  0.13  0.78  -0.32
N  -0.40  -1.80  -1.22
H  1.16  -2.54  -0.04
H  -0.37  -3.20  0.38
H  -0.10  -1.55  2.14
H  -1.22  -0.95  1.07
H  0.71  0.74  1.74
H  1.70  -0.19  0.62
H  1.81  1.98  -0.71
H  1.55  0.66  -1.85
H  0.48  2.06  -1.89
H  -0.64  1.41  -0.07
H  -0.29  -0.01  -0.87
H  -1.35  -2.14  -1.38
H  0.17  -2.19  -1.96
H  -2.46  3.11  1.09
H  -0.95  3.13  1.46
O  -1.63  2.64  0.98


Computed relative energy (zero: lowest compared OMol25 entry of this formula, charge and spin) (kJ/mol) in order:
237.3; 240.5; 122.0; 36.7
Computed HOMO-LUMO gap (eV) in order:
11.45; 11.20; 8.98; 11.30
Computed strongest force on any atom (eV/A) in order:
6.163; 6.047; 3.083; 1.087